No. 1
DFT (ωB97M-V/def2-TZVPD) results for an isolated molecule of C2H5ClS2 at a distorted geometry.

Positions of all 10 atoms, in Å:
1 C 0.144 -0.527 0.140
2 C 0.377 0.907 -0.325
3 S 1.866 1.655 0.372
4 S 3.354 0.270 -0.611
5 Cl 3.785 -1.106 0.895
6 H 0.704 -1.021 -0.588
7 H 0.648 -0.625 1.009
8 H -0.940 -0.693 0.195
9 H -0.454 1.574 0.003
10 H 0.685 1.034 -1.371

Summary:
* energy relative to the best compared isomer or geometry (same formula, charge and spin): 24.7 kcal per mole
* structure (SMILES): CCSSCl
* gap between HOMO and LUMO: 0.328 Ha
* DFT total energy: -1335.7349 a.u.
* HOMO level: -0.344 Ha
* LUMO energy: -0.43 eV

No. 2
DFT (ωB97M-V/def2-TZVPD) results for C32H33N7O8PSTi as an isolated structure.

Positions of all 83 atoms, in Å:
1 Ti -0.418 0.298 0.518
2 O -1.743 1.074 -0.861
3 N -1.592 2.234 -1.512
4 C -0.337 2.597 -1.867
5 C -0.093 3.756 -2.545
6 C -1.182 4.565 -2.880
7 C -2.445 4.170 -2.537
8 C -2.707 2.963 -1.840
9 S -4.282 2.466 -1.447
10 H 0.436 1.897 -1.580
11 H 0.924 4.003 -2.810
12 H -1.033 5.495 -3.416
13 H -3.312 4.764 -2.787
14 O 5.439 -1.221 1.182
15 C 4.230 -1.030 1.104
16 C 3.206 -1.123 2.101
17 O 3.384 -1.373 3.462
18 C 2.024 -0.716 1.493
19 C 2.204 -0.379 0.106
20 O 1.037 -0.047 -0.558
21 C 3.517 -0.585 -0.277
22 O 4.126 -0.527 -1.362
23 O 0.814 -0.595 1.972
24 C -0.510 -2.749 -4.413
25 P 0.038 -1.750 -2.947
26 C 0.801 -0.328 -3.821
27 C 2.081 0.124 -3.495
28 C 2.608 1.238 -4.137
29 C 1.872 1.920 -5.098
30 C 0.590 1.489 -5.409
31 C 0.059 0.377 -4.771
32 C 1.506 -2.721 -2.448
33 C 2.498 -3.119 -3.347
34 C 3.601 -3.829 -2.910
35 C 3.736 -4.143 -1.561
36 C 2.758 -3.764 -0.661
37 C 1.647 -3.056 -1.106
38 H 0.259 -2.842 -5.182
39 H -1.400 -2.296 -4.852
40 H -0.782 -3.745 -4.057
41 H 2.690 -0.369 -2.739
42 H 3.603 1.569 -3.864
43 H 2.287 2.793 -5.589
44 H -0.007 2.027 -6.137
45 H -0.953 0.068 -5.009
46 H 2.422 -2.835 -4.391
47 H 4.380 -4.104 -3.612
48 H 4.627 -4.648 -1.208
49 H 2.882 -3.950 0.399
50 H 0.904 -2.724 -0.391
51 C -4.456 0.356 1.138
52 N -4.084 -0.235 2.419
53 C -5.180 -0.523 3.319
54 C -4.731 -1.428 4.447
55 C -3.490 -0.837 5.086
56 N -2.472 -0.621 4.081
57 C -1.086 -0.521 4.531
58 C -2.785 -0.219 2.821
59 O -1.892 0.136 2.041
60 H -5.000 -0.374 0.535
61 H -3.586 0.693 0.584
62 H -5.096 1.227 1.300
63 H -5.975 -0.995 2.737
64 H -5.593 0.413 3.723
65 H -4.494 -2.418 4.052
66 H -5.528 -1.534 5.185
67 H -3.079 -1.518 5.832
68 H -3.736 0.100 5.605
69 H -0.909 -1.305 5.268
70 H -0.882 0.450 4.991
71 H -0.404 -0.666 3.696
72 N 3.049 3.364 4.706
73 C 2.219 2.567 3.909
74 N 2.064 1.333 4.230
75 N 1.665 3.297 2.876
76 C 0.890 2.686 2.065
77 N 0.175 2.199 1.273
78 H 3.728 2.802 5.195
79 H 3.458 4.120 4.180
80 H 3.168 -0.549 3.930
81 H 1.451 0.863 3.565
82 O -2.243 -2.526 -0.211
83 C -1.558 -1.653 -0.013

Summary:
* energy relative to the best compared isomer or geometry (same formula, charge and spin): 0.8 kcal per mole
* gap between HOMO and LUMO (alpha / beta): 0.134 / 0.137 Ha
* DFT total energy: -3813.5929 a.u.
* ⟨S²⟩: 0.77
* 2S+1: 2
* HOMO level (alpha / beta): 0.004 / 0.001 Ha
* LUMO energy (alpha / beta): 3.75 / 3.75 eV
* charge: -2

No. 3
DFT (ωB97M-V/def2-TZVPD) results for C17H31KN3O3 as an isolated structure at a distorted geometry.

Positions of all 55 atoms, in Å:
1 K -0.168 -0.211 -0.746
2 C 2.688 -4.044 1.043
3 N 1.482 -3.544 1.699
4 C 1.143 -4.105 3.006
5 C 0.690 -2.670 1.056
6 O 0.937 -2.216 -0.060
7 C -0.574 -2.239 1.806
8 O -1.341 -1.415 0.950
9 C -2.519 -0.911 1.549
10 C -2.963 0.320 0.752
11 O -2.224 0.776 -0.119
12 N -4.147 0.859 1.082
13 C -4.590 2.095 0.442
14 C -4.958 0.367 2.195
15 H 3.550 -3.900 1.694
16 H 2.839 -3.501 0.118
17 H 2.585 -5.108 0.823
18 H 2.042 -4.551 3.424
19 H 0.385 -4.887 2.934
20 H 0.805 -3.339 3.702
21 H -0.289 -1.682 2.704
22 H -1.141 -3.122 2.116
23 H -2.328 -0.599 2.582
24 H -3.294 -1.678 1.569
25 H -3.870 2.384 -0.314
26 H -4.680 2.891 1.182
27 H -5.563 1.941 -0.024
28 H -5.006 -0.718 2.209
29 H -5.972 0.733 2.063
30 H -4.593 0.724 3.160
31 C 2.919 -0.761 -3.329
32 C 2.285 0.527 -2.860
33 C 2.879 1.287 -1.852
34 C 2.316 2.485 -1.415
35 C 3.014 3.336 -0.383
36 C 1.114 2.904 -1.984
37 C 0.493 2.170 -2.992
38 C -0.803 2.646 -3.606
39 C 1.092 0.983 -3.419
40 H 2.862 -0.857 -4.414
41 H 2.415 -1.630 -2.896
42 H 3.969 -0.813 -3.038
43 H 3.827 0.963 -1.435
44 H 4.060 3.052 -0.279
45 H 2.547 3.241 0.600
46 H 2.975 4.391 -0.656
47 H 0.677 3.847 -1.667
48 H -1.662 2.147 -3.149
49 H -0.834 2.436 -4.675
50 H -0.935 3.719 -3.464
51 H 0.638 0.421 -4.230
52 N 1.127 0.985 1.644
53 H 0.678 1.815 1.266
54 H 1.951 0.828 1.069
55 H 1.468 1.232 2.565

Summary:
* energy relative to the best compared isomer or geometry (same formula, charge and spin): 11.1 kcal per mole
* gap between HOMO and LUMO: 0.341 Ha
* DFT total energy: -1656.1849 a.u.
* HOMO level: -0.423 Ha
* LUMO energy: -2.23 eV
* charge: +1

No. 4
DFT (ωB97M-V/def2-TZVPD) results for an isolated molecule of C22H27N3O3.

Positions of all 55 atoms, in Å:
1 C 0.227 2.859 -1.592
2 O -0.274 2.471 -0.338
3 C -1.502 1.871 -0.280
4 C -2.305 1.632 -1.388
5 C -3.528 0.999 -1.240
6 C -3.960 0.590 0.007
7 C -3.170 0.843 1.116
8 C -1.952 1.491 0.994
9 C -1.123 1.760 2.224
10 N -0.323 0.606 2.606
11 C 0.808 0.345 1.742
12 C 1.777 -0.687 2.318
13 C 2.825 -1.014 1.252
14 O 3.984 -0.667 1.353
15 N 2.340 -1.718 0.210
16 C 3.049 -1.827 -1.040
17 C 2.601 -0.749 -2.039
18 C 1.148 -0.845 -2.427
19 N 0.304 -1.308 -1.512
20 C -0.983 -1.418 -1.791
21 C -1.513 -1.075 -3.021
22 C -0.648 -0.568 -3.976
23 C 0.706 -0.432 -3.693
24 C 1.640 0.136 -4.716
25 C 0.973 -1.890 2.799
26 C 0.061 -1.424 3.925
27 C -0.791 -0.217 3.569
28 O -1.824 0.016 4.171
29 H 1.212 3.281 -1.396
30 H -0.404 3.620 -2.062
31 H 0.328 2.002 -2.267
32 H -1.988 1.935 -2.374
33 H -4.143 0.830 -2.112
34 H -4.909 0.089 0.119
35 H -3.494 0.541 2.100
36 H -1.784 1.975 3.067
37 H -0.454 2.605 2.049
38 H 1.331 1.293 1.578
39 H 0.435 0.003 0.766
40 H 2.312 -0.251 3.167
41 H 1.338 -1.807 0.085
42 H 4.115 -1.707 -0.830
43 H 2.870 -2.821 -1.460
44 H 3.225 -0.821 -2.929
45 H 2.775 0.231 -1.585
46 H -1.606 -1.794 -0.990
47 H -2.565 -1.192 -3.221
48 H -1.023 -0.272 -4.946
49 H 1.083 0.487 -5.582
50 H 2.208 0.969 -4.305
51 H 2.348 -0.622 -5.051
52 H 1.639 -2.678 3.156
53 H 0.371 -2.298 1.985
54 H -0.618 -2.217 4.243
55 H 0.657 -1.141 4.798

Summary:
* energy relative to the best compared isomer or geometry (same formula, charge and spin): 39.7 kcal per mole
* structure (SMILES): COc1ccccc1CN1C[C@H](C(=O)NCCc2ncccc2C)CCC1=O
* gap between HOMO and LUMO: 0.335 Ha
* DFT total energy: -1244.5721 a.u.
* HOMO level: -0.318 Ha
* LUMO energy: 0.45 eV

No. 5
DFT (ωB97M-V/def2-TZVPD) results for an isolated molecule of C3H4N2O at a distorted geometry.

Positions of all 10 atoms, in Å:
1 N 2.296 0.584 -1.072
2 C 1.632 -0.130 -0.457
3 C 0.698 -0.894 0.307
4 C -0.777 -0.178 0.063
5 N -1.317 1.011 -0.409
6 O -1.120 -0.542 1.174
7 H 1.040 -0.897 1.380
8 H 0.596 -1.938 0.015
9 H -1.664 1.607 0.345
10 H -1.383 1.376 -1.345

Summary:
* energy relative to the best compared isomer or geometry (same formula, charge and spin): 65.3 kcal per mole
* structure (SMILES): N#CCC(N)=O
* gap between HOMO and LUMO: 0.357 Ha
* DFT total energy: -301.3831 a.u.
* HOMO level: -0.356 Ha
* LUMO energy: 0.03 eV

No. 6
DFT (ωB97M-V/def2-TZVPD) results for a 3-piece molecular cluster, C5H11O2 overall at a distorted geometry.

Positions of all 18 atoms, in Å:
1 C 1.330 0.571 0.846
2 O 2.505 0.910 0.247
3 C 0.356 0.067 -0.219
4 C -1.053 -0.259 0.164
5 C -2.246 0.373 -0.289
6 C -3.507 -0.097 -0.085
7 H 0.894 1.427 1.401
8 H 1.529 -0.167 1.655
9 H 0.248 0.897 -0.927
10 H 0.797 -0.702 -0.843
11 H -1.277 -1.095 0.828
12 H -1.437 -0.576 -1.522
13 H -2.207 1.300 -0.858
14 H -3.657 -1.149 0.118
15 H -4.343 0.468 -0.476
16 H 3.554 0.054 0.202
17 H 4.108 -1.465 -0.077
18 O 4.405 -0.556 -0.164

Summary:
* energy relative to the best compared isomer or geometry (same formula, charge and spin): 137.0 kcal per mole
* gap between HOMO and LUMO: 0.240 Ha
* DFT total energy: -347.4314 a.u.
* HOMO level: -0.134 Ha
* LUMO energy: 2.87 eV
* charge: -1

No. 7
DFT (ωB97M-V/def2-TZVPD) results for a 2-piece molecular cluster, C9H16NO overall at a distorted geometry.

Positions of all 27 atoms, in Å:
1 C -2.027 -1.807 1.107
2 C 1.232 0.269 1.179
3 C -0.114 -0.114 1.580
4 C 1.928 -0.382 0.193
5 C -0.605 -1.320 1.068
6 C 1.491 -1.644 -0.275
7 C 0.276 -2.096 0.306
8 O 3.097 0.167 -0.272
9 H 1.752 1.054 1.721
10 H -0.631 0.602 2.212
11 H 3.379 -0.192 -1.116
12 H 2.068 -2.305 -0.904
13 H -1.998 -2.837 0.744
14 H -2.657 -1.282 0.380
15 H -0.044 -3.130 0.269
16 H -2.611 -1.847 2.031
17 C -1.212 2.119 -1.851
18 C -2.520 1.356 -1.800
19 N -0.607 2.405 -0.508
20 H -0.435 1.682 -2.469
21 H -1.485 3.088 -2.266
22 H -2.675 0.801 -2.726
23 H -3.343 2.070 -1.763
24 H -0.960 3.287 -0.146
25 H -0.688 1.638 0.182
26 H 0.408 2.502 -0.622
27 H -2.756 0.644 -1.008

Summary:
* energy relative to the best compared isomer or geometry (same formula, charge and spin): 13.6 kcal per mole
* gap between HOMO and LUMO (alpha / beta): 0.142 / 0.343 Ha
* DFT total energy: -482.3705 a.u.
* ⟨S²⟩: 0.75
* 2S+1: 2
* HOMO level (alpha / beta): -0.115 / -0.324 Ha
* LUMO energy (alpha / beta): 0.73 / 0.54 eV

No. 8
DFT (ωB97M-V/def2-TZVPD) results for C10H93N2O36 as an isolated structure at a distorted geometry.

Positions of all 141 atoms, in Å:
1 C -6.573 0.772 1.446
2 O -5.989 -0.110 0.539
3 C -5.286 0.473 -0.532
4 C -4.145 -0.419 -0.717
5 C -3.044 0.160 -1.553
6 C -2.126 -0.970 -1.847
7 C -0.702 -0.549 -2.003
8 C 0.265 -1.601 -1.647
9 C 1.639 -0.981 -1.577
10 C 2.519 -1.541 -0.508
11 C 3.960 -1.528 -1.002
12 N 4.678 -0.484 -0.324
13 N 5.352 0.404 -1.288
14 H -6.568 1.765 1.151
15 H -7.548 0.445 1.614
16 H -6.092 0.646 2.349
17 H -5.880 0.390 -1.371
18 H -4.983 1.457 -0.359
19 H -3.775 -0.575 0.234
20 H -4.402 -1.306 -1.178
21 H -3.459 0.544 -2.425
22 H -2.555 0.901 -1.020
23 H -2.165 -1.605 -1.026
24 H -2.512 -1.489 -2.670
25 H -0.545 -0.293 -3.006
26 H -0.554 0.298 -1.413
27 H 0.010 -2.078 -0.759
28 H 0.310 -2.343 -2.398
29 H 1.499 0.027 -1.360
30 H 2.046 -1.080 -2.526
31 H 2.521 -0.905 0.315
32 H 2.232 -2.509 -0.242
33 H 4.016 -1.338 -2.037
34 H 4.416 -2.463 -0.736
35 H 6.346 0.241 -1.297
36 H 5.267 1.326 -0.913
37 O -7.134 2.201 -2.606
38 H -6.862 2.722 -3.355
39 H -8.092 2.119 -2.697
40 O -2.901 3.627 -2.155
41 H -2.875 3.639 -1.198
42 H -3.765 3.270 -2.361
43 O 6.355 2.603 -3.269
44 H 5.986 2.182 -2.471
45 H 7.031 1.984 -3.558
46 O -6.115 3.399 -5.426
47 H -5.202 3.168 -5.603
48 H -6.208 4.276 -5.799
49 O 3.122 -4.411 1.486
50 H 3.241 -4.449 0.521
51 H 3.435 -3.533 1.713
52 O -6.939 2.075 4.205
53 H -7.811 1.680 4.230
54 H -6.448 1.595 4.872
55 O -8.193 5.264 0.185
56 H -7.293 5.485 -0.043
57 H -8.100 4.791 1.002
58 O 8.269 5.099 -2.179
59 H 8.976 4.665 -1.705
60 H 7.631 4.392 -2.343
61 O 2.879 -4.885 -1.310
62 H 2.656 -4.538 -2.178
63 H 3.381 -5.678 -1.489
64 O 0.892 -3.977 -4.197
65 H 1.158 -3.486 -4.975
66 H -0.045 -4.116 -4.313
67 O 3.250 -1.198 -4.475
68 H 3.628 -0.316 -4.480
69 H 4.004 -1.765 -4.324
70 O -0.965 4.376 -4.641
71 H -1.344 4.079 -3.809
72 H -0.282 3.734 -4.827
73 O -3.645 5.496 0.152
74 H -2.935 6.140 0.175
75 H -4.228 5.815 -0.553
76 O 2.053 -4.363 4.578
77 H 2.166 -4.402 3.624
78 H 2.363 -3.481 4.814
79 O 2.944 -1.956 6.127
80 H 3.753 -2.278 6.524
81 H 2.945 -1.020 6.310
82 O 4.633 -6.208 5.914
83 H 4.138 -5.420 5.681
84 H 4.802 -6.633 5.065
85 O -10.034 2.360 -1.686
86 H -9.870 2.123 -0.776
87 H -10.982 2.448 -1.730
88 O -6.653 5.430 -2.792
89 H -7.321 4.820 -2.470
90 H -5.964 4.863 -3.139
91 O -5.481 6.682 -0.233
92 H -5.903 6.840 -1.087
93 H -5.732 7.435 0.301
94 O 7.940 -1.456 -1.393
95 H 7.224 -1.940 -0.963
96 H 8.643 -2.095 -1.471
97 O -4.256 9.112 -1.259
98 H -3.410 9.443 -1.538
99 H -4.038 8.390 -0.665
100 O -1.669 7.685 -1.960
101 H -1.900 8.256 -2.688
102 H -1.255 6.932 -2.388
103 O 7.678 -7.194 6.737
104 H 7.874 -7.346 7.662
105 H 6.717 -7.136 6.710
106 O 4.788 -7.834 8.935
107 H 5.004 -7.376 8.121
108 H 3.843 -7.955 8.881
109 O 2.969 1.734 -5.530
110 H 3.691 2.357 -5.460
111 H 2.368 2.149 -6.145
112 O 5.800 0.632 -5.144
113 H 5.447 0.565 -6.031
114 H 5.526 1.501 -4.839
115 O 9.577 -9.739 6.142
116 H 9.171 -9.882 5.293
117 H 9.250 -8.871 6.408
118 O 10.100 3.735 -4.291
119 H 9.749 3.680 -5.176
120 H 9.798 4.589 -3.966
121 O 5.764 -7.706 3.564
122 H 5.479 -7.389 2.706
123 H 6.251 -8.503 3.376
124 O -12.297 2.436 0.272
125 H -12.132 2.198 1.182
126 H -13.247 2.524 0.220
127 O -3.982 -1.070 2.805
128 H -3.325 -0.377 2.864
129 H -4.651 -0.706 2.216
130 O 9.225 -10.169 9.486
131 H 9.336 -10.203 8.530
132 H 9.529 -9.298 9.728
133 O 1.572 -7.434 3.344
134 H 1.684 -7.464 2.396
135 H 1.874 -6.556 3.584
136 O -5.851 6.558 1.436
137 H -6.267 6.251 2.241
138 H -5.152 5.895 1.256
139 O -3.196 3.235 2.292
140 H -2.283 2.950 2.286
141 H -3.229 3.952 1.652

Summary:
* gap between HOMO and LUMO: 0.101 Ha
* DFT total energy: -3254.6176 a.u.
* HOMO level: -0.062 Ha
* LUMO energy: 1.06 eV
* charge: -1

No. 9
DFT (ωB97M-V/def2-TZVPD) results for a 5-piece molecular cluster, C8H22N4O10 overall at a distorted geometry.

Positions of all 44 atoms, in Å:
1 C 0.796 29.379 7.027
2 N 1.408 30.133 8.196
3 O 0.652 30.681 8.957
4 O 2.606 30.158 8.258
5 H 1.660 29.347 6.371
6 H -0.053 29.910 6.616
7 H 0.531 28.409 7.434
8 C -3.944 31.414 4.226
9 N -2.790 31.149 5.140
10 O -2.191 30.105 4.969
11 O -2.501 31.976 5.980
12 H -4.765 30.853 4.670
13 H -3.699 31.071 3.232
14 H -4.176 32.470 4.318
15 C 5.464 31.155 8.464
16 N 6.122 30.370 7.371
17 O 5.429 29.812 6.539
18 O 7.341 30.310 7.417
19 H 6.278 31.741 8.881
20 H 5.034 30.452 9.166
21 H 4.744 31.868 8.077
22 C 1.989 24.500 7.185
23 N 2.223 25.964 6.901
24 O 1.919 26.358 5.794
25 O 2.694 26.644 7.785
26 H 2.061 24.415 8.266
27 H 2.828 23.979 6.738
28 H 0.977 24.299 6.859
29 C 0.976 29.944 3.545
30 O 2.290 30.448 3.329
31 C 3.108 30.488 4.466
32 C 2.669 31.495 5.514
33 O 1.314 31.340 5.904
34 C 0.852 32.470 6.600
35 H 0.978 29.241 4.373
36 H 0.672 29.492 2.599
37 H 0.273 30.763 3.702
38 H 4.100 30.833 4.151
39 H 3.389 29.515 4.887
40 H 2.790 32.506 5.102
41 H 3.325 31.419 6.388
42 H 0.506 33.205 5.859
43 H 1.592 32.975 7.226
44 H -0.022 32.236 7.205

Summary:
* energy relative to the best compared isomer or geometry (same formula, charge and spin): 7.4 kcal per mole
* structure (SMILES): C[N+](=O)[O-].C[N+](=O)[O-].C[N+](=O)[O-].C[N+](=O)[O-].COCCOC
* gap between HOMO and LUMO: 0.345 Ha
* DFT total energy: -1288.9741 a.u.
* HOMO level: -0.341 Ha
* LUMO energy: 0.11 eV

No. 10
DFT (ωB97M-V/def2-TZVPD) results for a 2-piece molecular cluster, C4H12N2 overall at a distorted geometry.

Positions of all 18 atoms, in Å:
1 N -1.331 -1.723 -3.099
2 C -0.877 -1.150 -1.938
3 C 0.148 -0.289 -1.885
4 N 0.645 0.378 -0.756
5 H -2.109 -1.205 -3.525
6 H -1.684 -2.664 -2.951
7 H -1.489 -1.371 -1.052
8 H 0.681 -0.006 -2.778
9 H 0.904 1.312 -1.038
10 H 1.485 0.001 -0.277
11 C 1.174 0.608 2.482
12 C -0.270 1.067 2.334
13 H 1.367 0.429 3.557
14 H 1.852 1.375 2.097
15 H 1.366 -0.296 1.874
16 H -0.422 1.951 2.955
17 H -0.544 1.274 1.256
18 H -0.895 0.311 2.745

Summary:
* energy relative to the best compared isomer or geometry (same formula, charge and spin): 34.9 kcal per mole
* structure (SMILES): N/C=C/N.CC
* gap between HOMO and LUMO: 0.352 Ha
* DFT total energy: -269.0607 a.u.
* HOMO level: -0.312 Ha
* LUMO energy: 1.08 eV